a.
This record from the OMol25 dataset describes an isolated molecule of C5H12N2. The level of theory is ωB97M-V/def2-TZVPD.

Summary:
M in g/mol: 100.16
LUMO energy in eV: 1.10
Kohn-Sham gap in Ha: 0.3602
Net charge: 0

Structure (XYZ):
```
19
C5H12N2 | the OMol25 dataset | ωB97M-V/def2-TZVPD
C 0.46125 0.32919 0.68069
C 1.02363 1.31034 -0.36911
C 0.03887 1.50463 -1.50786
C -0.46114 2.66219 -1.89202
N 0.23835 -0.98573 0.08996
C 0.11196 -2.11240 1.00206
N -1.20705 -2.39231 1.59617
H -0.41632 0.69119 1.24549
H 1.14039 0.14354 1.52312
H 1.37536 2.23165 0.07993
H 1.78993 0.67217 -0.82066
H -0.08423 0.62319 -2.12310
H -1.10491 2.71113 -2.76776
H -0.40501 3.64933 -1.45143
H -0.41038 -1.00653 -0.67204
H 0.80116 -1.87090 1.80174
H 0.43980 -3.02720 0.50988
H -1.26246 -1.85856 2.45425
H -1.94252 -2.04519 0.99174
```

=====

b.
This record from the OMol25 dataset describes an isolated molecule of C5H12N2. The level of theory is ωB97M-V/def2-TZVPD.

Summary:
M in g/mol: 100.16
LUMO energy in eV: 1.02
Kohn-Sham gap in Ha: 0.3441
Net charge: 0

Structure (XYZ):
```
19
C5H12N2 | the OMol25 dataset | ωB97M-V/def2-TZVPD
C 1.03823 -1.65377 0.72798
C 0.70127 -0.63722 0.01901
C 1.46974 -0.00990 -1.11649
C 0.01274 1.68051 0.82571
C -0.45241 0.28834 0.48389
N -2.05363 -0.78783 -0.90930
N -1.41331 0.45266 -0.50564
H 0.35768 -2.11960 1.46028
H 1.97319 -2.23519 0.35120
H 2.48923 0.24220 -0.74046
H 1.43831 -0.61795 -1.95774
H 1.02877 0.82091 -1.51507
H -0.42827 2.29701 0.10404
H -0.31379 1.92017 1.78007
H 1.17517 1.69531 0.77147
H -0.69834 -0.14245 1.50208
H -1.37062 -1.48425 -0.66304
H -2.88847 -0.91490 -0.33260
H -2.06551 1.20595 -0.28537
```

=====

It comes down to a, which is 146.8 kJ/mol more stable than the next structure.

=====

a.
This record from the OMol25 dataset describes an isolated molecule of C5H12N2. The level of theory is ωB97M-V/def2-TZVPD.

Summary:
M in g/mol: 100.16
LUMO energy in eV: 1.02
Kohn-Sham gap in Ha: 0.3130
Net charge: 0

Structure (XYZ):
```
19
C5H12N2 | the OMol25 dataset | ωB97M-V/def2-TZVPD
C -2.27083 2.18828 0.49400
C -1.74559 0.78478 0.16480
C -0.33251 0.56883 0.76613
C 0.57673 -0.29104 -0.05914
C 1.13052 -1.40930 0.41374
N 2.13586 -2.16373 -0.20808
N 0.70319 0.11601 -1.42434
H -1.70290 2.90033 -0.11777
H -3.32634 2.30171 0.22067
H -2.19695 2.46995 1.54336
H -2.45582 0.09283 0.62763
H -1.69109 0.61508 -0.90506
H -0.47536 0.04870 1.71101
H 0.08269 1.56641 0.90276
H 0.79032 -1.70348 1.38983
H 2.06781 -2.47559 -1.15988
H 2.57583 -2.83169 0.40174
H 1.22153 0.98692 -1.49694
H 1.18376 -0.59241 -1.96053
```

=====

b.
This record from the OMol25 dataset describes a cluster of 2 separate species, C5H12N2 in total. The level of theory is ωB97M-V/def2-TZVPD.

Summary:
M in g/mol: 100.16
LUMO energy in eV: 0.97
Kohn-Sham gap in Ha: 0.3695
Net charge: 0

Structure (XYZ):
```
19
C5H12N2 | the OMol25 dataset | ωB97M-V/def2-TZVPD
C -2.27175 -0.22207 -1.47493
C -2.48956 -0.74855 -0.08477
C -1.86239 -1.81096 0.41527
H -1.80734 0.76655 -1.41900
H -1.52774 -0.83792 -1.98420
H -3.19947 -0.16058 -2.03858
H -3.29777 -0.29686 0.48141
H -2.07439 -2.10865 1.42907
H -1.20833 -2.37625 -0.23595
C 1.95671 0.97131 -1.07565
N 1.17859 1.34945 1.57384
C 1.47848 0.13424 1.00936
N 1.90381 -0.17462 -0.15133
H 2.02771 0.60366 -2.09589
H 2.78398 1.66038 -0.87666
H 1.03266 1.56402 -1.01787
H 1.33647 2.19524 1.05126
H 1.31752 1.34637 2.55745
H 1.34234 -0.70906 1.68286
```

=====

c.
This record from the OMol25 dataset describes a cluster of 3 separate species, C5H12N2 in total. The level of theory is ωB97M-V/def2-TZVPD.

Summary:
M in g/mol: 100.16
LUMO energy (spin up / spin down) in eV: 0.99 / 0.07
Kohn-Sham gap (spin up / spin down) in Ha: 0.3588 / 0.2464
Net charge: 0

Structure (XYZ):
```
19
C5H12N2 | the OMol25 dataset | ωB97M-V/def2-TZVPD
C -1.51571 -0.68561 -0.35828
C 0.74008 -1.07639 1.57896
C -2.29988 0.49560 -0.81676
N 0.25271 0.04516 0.76728
C 0.68504 0.23714 -0.40280
N 2.29086 1.29568 0.65805
C 0.97303 0.36331 -1.67135
H 1.84708 1.93702 1.31723
H 2.91404 0.72151 1.22919
H -1.19281 -1.40823 -1.10258
H -1.84863 -1.15338 0.56000
H 1.47043 -1.70466 1.06513
H -0.11602 -1.69199 1.85942
H 1.17482 -0.66748 2.48774
H 0.34433 -0.06441 -2.43704
H 1.84254 0.94513 -1.93556
H -1.88883 0.93612 -1.72464
H -2.33345 1.26602 -0.04389
H -3.33965 0.20948 -1.03010
```

=====

It comes down to a, which is 67.3 kJ/mol more stable than the next structure.

=====

a.
This record from the OMol25 dataset describes the ion C3H8NS with charge -1. The level of theory is ωB97M-V/def2-TZVPD.

Summary:
M in g/mol: 90.17
LUMO energy in eV: 4.17
Kohn-Sham gap in Ha: 0.2335
Net charge: -1

Structure (XYZ):
```
13
C3H8NS | the OMol25 dataset | ωB97M-V/def2-TZVPD
C -0.72331 0.34157 0.42758
C -0.65020 -1.00884 -0.27425
S 0.96530 -1.85443 -0.12892
C 0.16865 1.42964 -0.17415
N -0.19360 2.77062 0.32069
H -0.48710 0.29397 1.49350
H -1.77732 0.63993 0.32237
H -0.79974 -0.80027 -1.32979
H -1.45756 -1.65204 0.09153
H 0.16367 1.45683 -1.26351
H 1.16720 1.22432 0.18553
H -0.82932 3.24495 -0.30026
H -0.56959 2.69973 1.25603
```

=====

b.
This record from the OMol25 dataset describes the ion C3H8NS with charge -1. The level of theory is ωB97M-V/def2-TZVPD.

Summary:
M in g/mol: 90.17
LUMO energy in eV: 3.80
Kohn-Sham gap in Ha: 0.2168
Net charge: -1

Structure (XYZ):
```
13
C3H8NS | the OMol25 dataset | ωB97M-V/def2-TZVPD
C -1.71409 -0.24879 0.55022
N -0.77617 0.43025 -0.25564
C 0.62632 0.68079 0.10512
C 1.53936 -0.43958 -0.47411
S 3.24302 -0.04258 -0.73440
H -2.61757 -0.53441 0.00437
H -2.01368 0.26716 1.48282
H -1.33930 -1.25969 0.81498
H -1.05505 0.82521 -1.11353
H 0.96179 1.61685 -0.34755
H 0.72730 0.74017 1.18708
H 1.11149 -0.75579 -1.43384
H 1.30656 -1.27957 0.21448
```

=====

c.
This record from the OMol25 dataset describes the ion C3H8NS with charge -1. The level of theory is ωB97M-V/def2-TZVPD.

Summary:
M in g/mol: 90.17
LUMO energy in eV: 4.22
Kohn-Sham gap in Ha: 0.2318
Net charge: -1

Structure (XYZ):
```
13
C3H8NS | the OMol25 dataset | ωB97M-V/def2-TZVPD
C 0.10781 0.66432 0.26334
C 1.39094 0.76645 -0.63045
S 0.90395 1.03772 -2.37915
C -0.25842 -0.82937 0.44811
N -1.67782 -1.12739 0.49514
H -0.77285 1.08310 -0.25080
H 0.29171 1.30529 1.12233
H 1.79645 -0.24300 -0.73871
H 2.13347 1.52710 -0.38657
H 0.21472 -1.09307 1.40295
H 0.18983 -1.47907 -0.31117
H -2.16207 -0.79391 1.31162
H -2.15773 -0.81817 -0.34665
```

=====

d.
This record from the OMol25 dataset describes a cluster of 2 separate species, C3H8NS in total. The level of theory is ωB97M-V/def2-TZVPD.

Summary:
M in g/mol: 90.17
LUMO energy in eV: 4.03
Kohn-Sham gap in Ha: 0.2357
Net charge: -1

Structure (XYZ):
```
13
C3H8NS | the OMol25 dataset | ωB97M-V/def2-TZVPD
C -2.09313 -0.06726 1.08268
S -2.36947 -0.99166 -0.47381
H -1.44802 -0.66891 1.82844
H -3.05742 0.26158 1.62799
H -1.63031 0.99159 0.87272
C 1.07739 0.62495 0.10199
C 1.77793 -0.76832 -1.51982
N 2.16744 -0.22941 -0.40140
H 0.77931 1.36125 -0.68432
H 0.15954 0.14049 0.42293
H 1.41185 1.26155 0.97574
H 2.47168 -1.44839 -1.96203
H 0.75320 -0.46745 -1.87112
```

=====

It comes down to a, which is 40.5 kJ/mol more stable than the next structure.

=====

a.
This record from the OMol25 dataset describes the ion C3H8NS with charge -1. The level of theory is ωB97M-V/def2-TZVPD.

Summary:
M in g/mol: 90.17
LUMO energy in eV: 4.27
Kohn-Sham gap in Ha: 0.2456
Net charge: -1

Structure (XYZ):
```
13
C3H8NS | the OMol25 dataset | ωB97M-V/def2-TZVPD
C -0.23271 -1.95954 -0.24702
C 0.09921 -0.90808 0.82053
C 0.97672 0.20154 0.23639
S 0.14346 1.36795 -0.92365
N -1.20292 -0.26419 1.28699
H 0.49738 -2.77389 -0.16152
H -0.21133 -1.49737 -1.21882
H -1.14082 -2.48286 -0.00641
H 0.48511 -1.37172 1.73160
H 1.50150 0.69595 1.05450
H 1.64447 -0.23426 -0.50232
H -1.29210 0.57578 0.70965
H -1.92319 -0.90624 0.98502
```

=====

b.
This record from the OMol25 dataset describes a cluster of 2 separate species, C3H8NS in total. The level of theory is ωB97M-V/def2-TZVPD.

Summary:
M in g/mol: 90.17
LUMO energy in eV: 4.19
Kohn-Sham gap in Ha: 0.2468
Net charge: -1

Structure (XYZ):
```
13
C3H8NS | the OMol25 dataset | ωB97M-V/def2-TZVPD
C -1.81460 -1.01308 -2.67456
N -2.02201 -1.59469 -1.57834
H -2.12819 -1.46823 -3.61631
H -1.30697 -0.04825 -2.74867
H -1.63730 -0.97728 -0.83251
C 1.87469 0.77543 1.62737
C 0.40780 0.45512 1.38291
S -0.10306 0.95051 -0.29733
H 1.99131 1.85815 1.70064
H 2.50513 0.40585 0.82232
H 2.21945 0.35669 2.58917
H -0.19929 0.92030 2.16765
H 0.21304 -0.62051 1.45765
```

=====

It comes down to a, which is 35.5 kJ/mol more stable than the next structure.

=====

a.
This record from the OMol25 dataset describes a structure of composition C2H4NO2P. The level of theory is ωB97M-V/def2-TZVPD.

Summary:
M in g/mol: 105.03
LUMO energy in eV: 0.00
Kohn-Sham gap in Ha: 0.3696
Net charge: 0

Structure (XYZ):
```
10
C2H4NO2P | the OMol25 dataset | ωB97M-V/def2-TZVPD
C -0.94135 -0.15495 -0.11556
C 0.20678 0.45060 0.67694
N 0.12779 -0.95250 0.48215
O 0.09506 2.15060 -1.54412
O 1.24356 -0.22029 -1.65173
P 0.38319 0.80786 -1.04054
H -1.79312 -0.18098 0.57370
H 0.02281 1.01699 1.60710
H -0.21819 -1.66545 1.19394
H 0.87348 -1.25186 -0.18186
```

=====

b.
This record from the OMol25 dataset describes an isolated molecule of C2H4NO2P. The level of theory is ωB97M-V/def2-TZVPD.

Summary:
M in g/mol: 105.03
LUMO energy (spin up / spin down) in eV: -0.20 / -0.20
Kohn-Sham gap (spin up / spin down) in Ha: 0.3060 / 0.3060
Net charge: 0

Structure (XYZ):
```
10
C2H4NO2P | the OMol25 dataset | ωB97M-V/def2-TZVPD
C -0.71263 0.65652 -0.12674
C -0.66517 -0.83452 0.15064
N 1.60785 0.16472 0.00361
O 2.74416 0.58644 0.15700
O 0.58017 1.12040 -0.04689
P 1.12079 -1.38372 -0.15502
H -1.24147 0.76973 -1.14534
H -1.18162 1.35648 0.47244
H -1.00367 -1.07213 1.17851
H -1.24841 -1.36391 -0.48821
```

=====

c.
This record from the OMol25 dataset describes an isolated molecule of C2H4NO2P. The level of theory is ωB97M-V/def2-TZVPD.

Summary:
M in g/mol: 105.03
LUMO energy (spin up / spin down) in eV: -1.95 / -2.55
Kohn-Sham gap (spin up / spin down) in Ha: 0.1848 / 0.1421
Net charge: 0

Structure (XYZ):
```
10
C2H4NO2P | the OMol25 dataset | ωB97M-V/def2-TZVPD
C -1.29326 -0.46976 0.96307
C -0.74546 0.47404 0.02103
N -1.45949 -1.44487 1.61363
O 0.33493 -0.14499 -0.59831
O 2.71098 -0.37841 -1.45243
P 1.94552 0.55780 -0.61970
H -1.51364 0.72889 -0.72285
H -0.44957 1.39360 0.54536
H -1.04908 -2.36135 1.74132
H 1.51908 1.64505 -1.49113
```

=====

It comes down to a, which is 181.5 kJ/mol more stable than the next structure.